No. 1
Computed, not measured: a molecular structure, C30H33ClF12N5O11ReS4 in a non-equilibrium geometry, with the ωB97M-V functional and the def2-TZVPD basis.

Geometry (Å):
H 4.053 0.270 -0.950
H 5.458 -0.746 -1.291
H -6.536 -0.662 -2.218
C -3.706 -0.363 -2.634
S 2.631 -0.173 4.289
C -1.330 -1.015 -4.975
H 1.015 -1.076 -0.560
F -0.409 2.238 7.047
F 1.873 6.179 4.731
C 2.214 -3.103 0.955
H -1.915 0.757 -6.028
O 2.445 1.036 3.393
H -3.606 -2.589 -0.824
C 1.156 -3.320 2.007
N -0.141 0.631 0.168
N -0.639 -0.551 -1.667
Re 0.982 1.330 1.957
S -0.969 3.995 1.282
C -5.860 -1.346 -1.700
H 0.188 -2.931 1.690
O -0.011 4.212 4.955
C -3.161 -1.653 -3.284
H -2.326 -2.035 -2.696
H -2.804 -1.206 -0.075
N 1.329 -0.491 5.064
C 1.058 -1.302 -4.696
O -0.141 1.098 3.776
F 4.109 -0.441 6.387
H -0.404 -2.695 -4.014
O 0.039 2.905 1.009
H 5.018 -2.874 -1.728
F -0.991 6.390 0.307
H -5.303 -0.166 -3.766
C -1.252 1.120 -0.398
H 1.900 -1.879 -4.338
S 0.440 4.314 3.618
H -5.664 0.437 0.136
H -2.157 0.923 -3.385
C 1.272 -0.093 -5.339
C 4.225 -2.929 -0.992
F 0.948 5.423 0.260
Cl 2.900 0.492 -5.533
H -3.095 1.622 -2.072
C 0.181 -0.413 -0.669
H 4.372 -6.116 -0.956
C 0.653 1.714 6.490
F 0.727 6.851 3.021
C 4.680 -0.533 -0.563
N -1.549 0.422 -1.474
F 2.520 5.677 2.730
H -1.866 1.926 -0.045
H -4.363 -1.747 0.522
H -3.442 -0.888 -5.285
C 3.895 -1.785 -0.282
C -4.530 -0.669 -1.335
H 3.011 -5.789 -2.018
O 1.347 3.312 3.015
O -1.061 -0.081 5.684
F 5.118 0.380 4.651
O 3.207 -1.327 3.689
H -3.951 -2.402 -3.227
O -4.523 0.360 -3.559
O 1.166 -0.587 1.842
C -1.083 0.177 -5.647
H -4.026 1.031 -0.036
C 2.602 -4.204 0.216
H 1.410 -2.834 2.942
C -0.239 -1.751 -4.521
F 1.289 0.951 7.371
C 1.476 5.878 3.513
F 3.841 1.636 5.842
H -5.738 -2.245 -2.305
C 2.847 -1.862 0.668
C 2.327 -0.623 1.188
H -5.238 1.394 -1.280
C -2.735 -1.527 -4.757
O 2.734 0.559 0.975
C 4.022 0.416 5.386
H -2.806 -2.516 -5.214
H -6.369 -1.646 -0.783
C -0.355 5.259 0.082
C -4.876 0.629 -0.593
N -0.829 4.555 2.699
H 5.146 -0.152 0.347
C 3.575 -4.136 -0.780
C 0.212 0.648 -5.829
H 1.048 -4.388 2.185
S 0.095 0.513 5.128
C -2.620 0.710 -2.424
C -3.771 -1.605 -0.384
F 1.488 2.634 6.054
C 3.913 -5.353 -1.588
H 4.605 -5.117 -2.394
H 0.397 1.576 -6.352
O -2.307 3.686 0.916
H 2.129 -5.156 0.424
F -0.594 4.829 -1.145

Calculated values
**Lowest unoccupied orbital energy (spin up / spin down)**: -0.17087 / -0.17241 Ha
**Total charge**: +1
**Orbital gap (spin up / spin down)**: 6.265 / 6.224 eV
**Calculated total energy**: -152213.0771 eV
**Energy above the lowest of the compared OMol25 structures with the same formula, charge and spin**: 0.00 kcal/mol
**2S+1**: 2

---

No. 2
Computed, not measured: a single C4H7P molecule in a non-equilibrium geometry, with the ωB97M-V functional and the def2-TZVPD basis.

Geometry (Å):
C 2.349 0.487 0.162
C 0.935 0.024 -0.012
C -3.134 -0.006 0.169
H -3.515 0.911 0.585
H 2.932 0.120 -0.717
H -3.805 -0.795 -0.137
H 0.733 -1.089 -0.072
H 2.530 1.504 0.031
H -1.219 -1.105 -0.148
C -1.822 -0.195 -0.026
H 2.638 0.217 1.072
P -0.528 1.086 -0.078

Calculated values
**Lowest unoccupied orbital energy**: -0.00045 Ha
**SMILES**: C=C/P=C/C
**Orbital gap**: 8.281 eV
**Calculated total energy**: -13547.3263 eV
**Energy above the lowest of the compared OMol25 structures with the same formula, charge and spin**: 44.91 kcal/mol

---

No. 3
Computed, not measured: 3 unconnected molecules or ions with the total composition C26H44BrN3O4P in a non-equilibrium geometry, with the ωB97M-V functional and the def2-TZVPD basis.

Geometry (Å):
H -3.915 0.673 3.562
H 0.200 -2.659 -0.049
C -0.407 -1.100 2.595
C 2.951 0.169 -6.747
H 1.992 -0.810 -9.790
H 3.293 1.210 -6.730
C -2.969 0.150 3.519
C 0.979 -0.207 -7.949
H -3.933 1.760 1.465
C -0.084 2.780 -5.196
C 2.305 -0.924 6.379
N -5.305 -2.798 3.044
H 3.407 -0.610 3.471
H 1.511 -0.211 2.160
H -0.888 2.054 -5.337
H -2.275 4.041 -3.883
H -0.768 -3.247 -1.357
C 0.407 2.747 -3.759
C 4.633 -1.189 5.854
C 2.131 -0.144 -8.941
H 0.227 -0.557 0.383
H -3.655 0.364 -0.265
H -3.740 -2.144 1.140
H -0.200 -1.985 2.011
H 0.369 1.746 -3.324
O -5.395 -0.113 1.363
H -2.567 -1.502 -0.285
H 5.419 -1.372 5.136
Br -0.877 1.368 -0.640
H 1.255 -0.880 6.125
H 3.367 -1.593 -7.922
H -1.885 1.890 1.841
C -1.242 4.403 -3.921
H 0.701 2.553 -5.913
H -1.095 0.644 4.446
C 0.932 -0.521 3.030
H 1.864 -0.582 8.447
H -1.299 -3.439 0.345
C 3.970 -0.806 8.139
C 3.320 -0.510 -8.058
C -3.191 -1.979 2.065
H 0.164 0.475 -8.199
C 1.711 -1.649 3.694
C 2.645 -0.756 7.723
C -1.752 1.129 3.740
H -0.930 -1.463 3.471
H 0.867 0.283 3.753
H 3.357 -0.342 -5.873
H -2.355 -2.677 2.036
H 0.572 -1.221 -7.875
N -1.304 -0.165 1.797
N 3.031 -1.357 4.040
O -0.453 3.622 -3.012
H -0.237 1.700 2.204
C 4.974 -1.010 7.194
H -2.900 -0.549 4.338
C -0.830 -2.786 -0.382
H 0.182 4.906 -5.461
H 6.006 -1.039 7.503
C -0.635 4.199 -5.301
H -3.685 -2.485 4.176
C -1.507 -1.402 -0.469
H -2.093 2.093 4.085
O 1.521 0.159 -6.675
H 1.433 3.120 -3.679
C -2.752 -0.493 2.126
H -5.606 -2.684 2.075
P -4.052 0.410 1.082
C -4.115 -2.432 3.181
H -1.229 5.444 -3.600
H 4.192 -0.681 9.185
H -1.419 -1.093 -1.501
H -1.360 4.331 -6.103
H 4.279 -0.175 -8.450
C -0.823 -0.316 0.361
C 3.307 -1.156 5.442
C -1.196 1.216 2.334
H 2.247 0.873 -9.321
O 1.197 -2.703 3.915

Calculated values
**Lowest unoccupied orbital energy**: -0.08617 Ha
**Total charge**: +1
**Orbital gap**: 8.910 eV
**Calculated total energy**: -119658.8784 eV

---

No. 4
Computed, not measured: 2 unconnected molecules or ions with the total composition C4H13NO in a non-equilibrium geometry, with the ωB97M-V functional and the def2-TZVPD basis.

Geometry (Å):
H -1.962 0.684 0.982
H 3.148 -2.924 -2.253
H 3.386 -4.316 -1.637
H -0.036 -0.155 -0.615
O 3.226 -3.391 -1.417
H -2.541 -0.088 -1.859
H -0.818 2.476 1.703
H 0.335 2.042 2.892
H -2.118 -1.262 -0.632
H 0.215 -0.079 1.638
C -1.724 0.819 -0.080
H 0.787 2.916 1.422
H -1.998 1.857 -0.268
C -2.512 -0.260 -0.796
C 0.460 0.823 1.064
H 1.512 0.702 0.844
C 0.192 2.101 1.813
H -3.534 -0.199 -0.423
N -0.257 0.752 -0.231

Calculated values
**Lowest unoccupied orbital energy**: 0.03142 Ha
**SMILES**: CCNCC.O
**Orbital gap**: 9.453 eV
**Calculated total energy**: -7895.8350 eV
**Energy above the lowest of the compared OMol25 structures with the same formula, charge and spin**: 19.05 kcal/mol

---

No. 5
Computed, not measured: a molecular structure, CH2ClF2P in a non-equilibrium geometry, with the ωB97M-V functional and the def2-TZVPD basis.

Geometry (Å):
H 0.210 -0.201 1.081
C -1.895 -0.376 -0.155
F -2.638 -0.945 -1.090
Cl -2.346 1.315 -0.249
H -0.030 -2.100 0.326
P -0.036 -0.812 -0.138
F -2.497 -0.919 1.333

Calculated values
**Lowest unoccupied orbital energy**: 0.01991 Ha
**Orbital gap**: 11.136 eV
**Calculated total energy**: -28313.8115 eV
**Energy above the lowest of the compared OMol25 structures with the same formula, charge and spin**: 53.60 kcal/mol

---

No. 6
Computed, not measured: a molecular structure, C34H34IN3P2PdS in a non-equilibrium geometry, with the ωB97M-V functional and the def2-TZVPD basis.

Geometry (Å):
P -2.378 0.724 -0.036
C -3.752 2.569 -1.603
C 0.625 1.769 3.598
H 1.386 4.075 0.713
H 3.003 0.692 2.610
C -4.098 -0.987 1.470
C 1.902 -1.967 -0.027
C 3.264 -3.850 -0.907
H -4.445 -4.343 1.469
H 3.773 -1.197 -1.792
C -1.150 1.608 2.249
C 6.260 0.829 0.324
H 0.432 1.650 -0.226
H -0.232 3.564 1.206
C -4.792 0.417 -1.489
N 0.497 2.677 -0.542
C 0.882 0.864 2.580
C -3.013 -3.254 0.296
N -0.207 0.760 1.786
C 1.288 -1.966 -1.403
C 4.019 -0.021 -0.005
H -1.203 2.986 3.983
H -4.604 3.944 -3.007
C 0.728 -2.378 0.881
C -5.718 0.816 -2.432
H 0.091 -3.085 0.350
C -5.676 2.097 -2.962
H -2.595 -4.138 -0.167
C 2.146 0.121 2.237
H -2.958 3.246 -1.319
H 7.751 0.198 -1.083
H -3.306 1.519 2.099
H 2.630 -4.757 -2.775
C -2.436 1.781 1.486
H -1.163 5.294 -0.151
H 0.642 -1.099 -1.710
H 1.286 2.056 4.404
C -2.518 -2.003 -0.025
C 3.070 -2.884 0.032
I 1.270 -3.552 2.676
H -6.468 0.113 -2.777
N -0.424 4.230 -1.803
C 0.024 2.941 -1.754
C -3.052 -0.861 0.564
H -4.833 -0.595 -1.107
C -4.048 -3.370 1.209
H 0.956 -2.990 -3.230
H 4.095 -4.542 -0.776
H 3.790 -2.741 0.831
H 4.617 1.290 1.589
H -2.574 2.821 1.161
C 0.391 3.813 0.341
C 4.937 0.748 0.710
Pd -0.164 0.047 -0.605
H -4.548 -0.110 1.913
C -3.804 1.295 -1.024
H 0.144 -1.522 1.240
C -0.213 4.918 -0.552
H 2.194 -0.873 2.694
C -4.672 2.964 -2.551
S 0.017 1.895 -3.034
H -1.710 -1.880 -0.758
C 2.442 -3.985 -2.036
C 1.494 -2.988 -2.284
H -0.655 4.689 -2.664
H 6.139 -1.108 -2.434
C -0.685 2.245 3.389
C 6.708 0.144 -0.797
H -6.404 2.403 -3.704
C 4.470 -0.649 -1.177
C 5.799 -0.584 -1.548
H 0.469 5.771 -0.674
H -5.401 -2.327 2.505
P 2.250 -0.102 0.373
H 6.954 1.424 0.908
C -4.586 -2.238 1.797

Calculated values
**Lowest unoccupied orbital energy**: 0.15791 Ha
**Total charge**: -2
**Orbital gap**: 4.140 eV
**Calculated total energy**: -81271.9828 eV
**Energy above the lowest of the compared OMol25 structures with the same formula, charge and spin**: 31.26 kcal/mol

---

No. 7
Computed, not measured: 2 unconnected molecules or ions with the total composition C8H18BFNO7S, with the ωB97M-V functional and the def2-TZVPD basis.

Geometry (Å):
H 3.723 0.430 -3.932
H -1.219 -1.182 -3.700
H 1.671 1.852 -3.655
H -3.829 0.278 2.845
H 0.641 -0.437 2.927
H 1.483 1.917 -5.404
H -3.287 1.916 3.489
C 0.367 -0.174 0.808
C 1.855 1.307 -4.583
C -0.330 -1.806 -3.717
F -1.312 -1.840 1.347
H 3.883 1.937 -4.841
O 1.020 0.127 -4.608
H 1.344 -0.145 0.315
S 1.066 -0.814 -3.322
O -2.053 0.962 2.143
O -2.789 0.301 5.567
H -0.508 2.522 2.743
O 0.790 -0.024 -2.166
H -0.082 -2.020 -0.219
H 1.426 1.006 2.294
O -0.999 0.999 4.284
H -0.176 -2.255 -4.695
H 3.486 0.420 -5.676
O -2.178 -0.163 7.545
H -0.334 0.399 0.198
C 0.513 0.408 2.233
H -0.387 -2.574 -2.949
O 2.246 -1.624 -3.371
H 0.668 -2.214 1.390
H -1.977 -0.798 4.002
C 3.327 1.002 -4.768
B -0.744 1.298 2.785
N -2.121 -0.543 6.428
C -2.997 0.899 3.188
C -2.143 0.258 4.270
C -0.047 -1.627 0.805

Calculated values
**Lowest unoccupied orbital energy**: 0.08296 Ha
**Total charge**: -1
**Orbital gap**: 6.337 eV
**Calculated total energy**: -38638.9417 eV
**Energy above the lowest of the compared OMol25 structures with the same formula, charge and spin**: 33.67 kcal/mol

---

No. 8
Computed, not measured: a molecular structure, C4H4IN in a non-equilibrium geometry, with the ωB97M-V functional and the def2-TZVPD basis.

Geometry (Å):
C -0.351 -0.749 0.872
H 0.422 0.766 -1.481
C 0.378 -1.162 1.842
C 0.419 0.677 -0.351
H -1.761 -0.088 -0.649
I 1.619 -1.827 -1.267
H 0.805 1.677 0.203
N 1.033 -0.501 0.307
H -1.563 0.957 0.505
C -1.001 0.250 0.019

Calculated values
**Lowest unoccupied orbital energy**: -0.02875 Ha
**Orbital gap**: 8.264 eV
**Calculated total energy**: -13796.4338 eV
**Energy above the lowest of the compared OMol25 structures with the same formula, charge and spin**: 152.69 kcal/mol

---

No. 9
Computed, not measured: a single C5H8N2 molecule, with the ωB97M-V functional and the def2-TZVPD basis.

Geometry (Å):
H -2.419 0.453 1.995
H -1.380 -1.450 0.783
H 1.908 1.018 -1.787
H 2.341 -0.169 0.881
N 0.769 -0.212 -0.554
C 0.242 -0.397 1.667
H -2.813 0.535 0.252
C -0.928 -0.446 0.732
C 1.597 -0.027 -1.740
H -1.580 1.608 0.955
H 2.481 -0.661 -1.658
C 1.264 -0.254 0.771
N -0.477 -0.317 -0.672
H 1.008 -0.285 -2.618
C -2.012 0.604 0.994

Calculated values
**Lowest unoccupied orbital energy**: -0.00046 Ha
**Orbital gap**: 7.902 eV
**Calculated total energy**: -8291.0428 eV
**Energy above the lowest of the compared OMol25 structures with the same formula, charge and spin**: 91.17 kcal/mol

---

No. 10
Computed, not measured: 8 unconnected molecules or ions with the total composition C41H39ClFN7O3 in a non-equilibrium geometry, with the ωB97M-V functional and the def2-TZVPD basis.

Geometry (Å):
H -3.574 5.038 -1.833
C -6.255 5.369 -5.837
C -0.559 8.981 -7.017
H 11.972 -5.148 8.994
C 6.763 -0.936 4.088
H -1.949 4.616 -0.977
H 9.135 -3.175 4.168
H -2.115 6.370 -1.862
C -1.870 2.829 -2.821
H 5.733 -2.923 1.561
H 7.812 -4.117 2.270
H -1.250 6.513 -4.999
C -2.891 9.042 -6.528
H -3.481 -7.864 5.807
H -3.639 -5.295 1.571
C 12.151 -3.870 7.269
C 5.960 -1.383 3.050
H 0.327 9.367 -7.514
H -5.419 -8.608 1.373
H -3.964 -1.627 -0.273
H 10.092 -6.465 8.004
H -3.874 9.488 -6.639
C -3.878 -4.752 0.661
F -2.846 4.734 -4.345
C -1.440 7.386 -5.615
H -8.682 7.740 -5.838
H 12.967 -3.278 7.666
C 7.492 -3.211 2.771
H 2.403 2.436 2.127
C -5.105 -8.801 4.733
Cl -4.839 2.333 -3.403
H 2.728 -1.232 3.971
C -5.519 5.892 -4.786
C 6.336 -2.543 2.381
C -3.095 1.978 -2.886
C -0.591 1.983 -2.239
N -5.858 7.016 -4.118
O -1.015 0.569 -2.467
C 11.633 -3.606 6.011
N -0.357 7.892 -6.245
H 12.032 -2.801 5.400
C -1.861 4.446 -3.251
C -3.378 -7.538 3.683
H -3.549 7.470 -5.200
C -4.561 -4.669 -1.621
C -2.714 7.919 -5.726
C -7.411 6.037 -6.228
C -6.984 7.644 -4.521
C -5.662 -9.015 3.477
H -4.332 -6.504 -0.502
C -3.940 -8.048 4.843
H 9.290 -5.857 5.718
N 7.889 -1.563 4.491
C 2.489 -0.689 3.061
N 10.620 -4.304 5.453
H 1.500 -1.096 -0.140
C -4.264 -5.422 -0.489
C -7.786 7.197 -5.558
C 10.548 -5.648 7.456
H -4.868 -5.159 -2.540
C -2.483 0.569 -2.306
C 1.807 -0.606 0.779
H -8.014 5.657 -7.047
O 0.531 2.459 -1.660
H 1.683 1.395 -0.027
H -2.471 -6.942 3.717
C -2.411 5.238 -1.885
H 6.514 -0.033 4.639
H -7.233 8.546 -3.970
C -1.794 9.587 -7.188
H -6.570 -9.595 3.358
H 5.065 -0.840 2.771
C -5.025 -8.466 2.375
H -5.935 4.463 -6.339
C 1.908 0.780 0.838
C 11.594 -4.912 8.003
H -4.684 -2.668 -2.427
H -4.611 5.405 -4.441
C 2.103 -1.359 1.911
N -3.769 -3.408 0.747
H -0.764 4.815 -3.542
C 8.227 -2.688 3.823
H -1.898 10.462 -7.820
C -4.062 -2.705 -0.368
O -3.317 -0.328 -1.753
C 10.101 -5.311 6.189
N 2.598 0.655 3.147
H -5.575 -9.216 5.620
N -3.894 -7.731 2.450
C 2.306 1.358 2.032
H 2.035 -2.441 1.898
C -4.459 -3.283 -1.563

Calculated values
**Lowest unoccupied orbital energy**: -0.08137 Ha
**SMILES**: C[C@H](F)C1=C(Cl)C(=O)OC1=O.c1ccncc1.c1ccncc1.c1ccncc1.c1ccncc1.c1ccncc1.c1ccncc1.c1ccncc1
**Orbital gap**: 6.976 eV
**Calculated total energy**: -74954.7835 eV

---

No. 11
Computed, not measured: a single C18H22N2O2S molecule in a non-equilibrium geometry, with the ωB97M-V functional and the def2-TZVPD basis.

Geometry (Å):
N -1.953 -1.570 0.636
H 0.899 -1.209 3.931
H -0.316 -2.958 -0.664
H 0.505 3.945 0.022
C 1.346 -2.207 1.414
H -0.522 5.901 0.597
H 0.287 -2.105 1.659
C -1.542 -1.094 -0.328
S 1.375 -1.713 -1.825
C -1.555 4.497 -0.198
C -0.474 3.634 -0.319
C 2.143 -2.449 2.693
C 0.032 -0.617 -2.152
C -1.138 -0.441 -1.495
H 2.298 -0.379 3.253
H -2.362 -0.160 -3.992
C -0.641 2.379 -0.877
H 2.399 -2.493 5.458
C -1.886 1.960 -1.319
H 3.801 -1.667 4.778
H 3.203 -2.550 2.449
N 0.330 0.178 -3.245
H -2.590 1.592 -3.868
C 2.737 -1.573 4.986
H -3.127 0.289 -1.744
H 1.285 0.162 -3.585
C -0.565 0.940 -3.951
C -2.965 2.829 -1.188
C -2.810 4.082 -0.636
H 2.596 -0.755 5.689
H 2.586 -3.457 0.170
H 0.840 -3.996 -1.532
H 0.217 1.729 -0.954
O -1.437 5.739 0.339
H 1.818 -3.388 3.147
H -3.645 4.756 -0.534
H 1.674 -1.270 0.957
O -0.205 1.636 -4.867
C -2.109 0.617 -1.986
C 1.527 -3.346 0.414
H -3.944 2.517 -1.523
H 1.188 -4.282 0.864
C 0.735 -3.138 -0.867
C 1.961 -1.316 3.700
C -1.996 0.752 -3.508

Calculated values
**Lowest unoccupied orbital energy**: 0.01353 Ha
**SMILES**: CCCCCCSC1=C(C#N)[C@@H](c2ccc(O)cc2)CC(=O)N1
**Orbital gap**: 8.988 eV
**Calculated total energy**: -36933.8928 eV
**Energy above the lowest of the compared OMol25 structures with the same formula, charge and spin**: 21.11 kcal/mol